Computed, not measured: a molecular structure, C33H45IrN2PS2 in a non-equilibrium geometry, with ωB97M-V with the def2-TZVPD basis set.

Each line ends with the Löwdin spin population.
Geometry (Å):
Ir: 0.1344 -0.2824 -0.2560  0.130
C: 4.5823 0.4660 0.9660  0.002
C: 4.1263 0.3743 -0.4891  0.001
C: 5.0815 1.1570 -1.4061  0.001
C: 2.7335 0.8911 -0.7269  0.009
C: 1.9455 0.3195 -1.7636  0.018
C: 0.7050 0.8501 -2.1667  0.006
C: 0.1786 0.4270 -3.5377  0.002
C: 0.5196 1.5428 -4.5321  0.001
C: -1.2741 0.0031 -3.6508  0.001
C: 0.0704 1.7608 -1.2467  -0.002
C: 0.9289 2.4598 -0.3162  0.001
C: 2.2310 2.0096 -0.0889  -0.006
C: 0.5057 3.7719 0.2917  0.000
C: 1.1061 4.0813 1.6666  0.000
C: 0.9526 4.8661 -0.7041  0.000
C: -1.3860 2.1478 -1.3567  0.001
C: -1.7441 3.1826 -2.2099  0.000
C: -3.0640 3.5889 -2.3440  0.000
C: -4.0515 2.9573 -1.6103  0.000
C: -3.7135 1.9216 -0.7512  0.000
C: -2.3910 1.4995 -0.6025  0.002
P: -1.9962 0.0970 0.5353  0.003
C: -3.1297 -1.3678 0.2085  0.000
C: -4.6358 -1.0267 0.2314  0.000
C: -2.8886 -1.9519 -1.1826  0.001
C: -2.8388 -2.4240 1.2844  0.000
C: -2.1754 0.7503 2.2877  0.000
C: -1.8062 -0.2397 3.3967  0.004
C: -1.2270 1.9514 2.3560  0.000
C: -3.6021 1.2469 2.5782  0.000
H: 5.5454 -0.0297 1.0808  0.000
H: 3.8780 -0.0062 1.6518  0.001
H: 4.7196 1.5025 1.2783  0.000
H: 4.1397 -0.6730 -0.8093  0.000
H: 5.0866 2.2154 -1.1393  0.000
H: 4.8043 1.0657 -2.4570  0.000
H: 6.0941 0.7737 -1.2873  0.000
H: 2.3884 -0.4582 -2.3765  0.000
H: 0.7823 -0.4437 -3.8091  0.000
H: -0.1220 2.4120 -4.3867  0.000
H: 0.3581 1.1810 -5.5474  0.000
H: 1.5606 1.8590 -4.4499  0.000
H: -1.9731 0.8327 -3.5528  0.000
H: -1.5040 -0.7419 -2.8997  0.000
H: -1.4332 -0.4605 -4.6248  0.000
H: 2.8523 2.5490 0.6131  0.000
H: -0.5823 3.8020 0.3403  0.000
H: 2.1240 4.4630 1.5745  0.000
H: 1.1289 3.2219 2.3343  0.000
H: 0.5201 4.8637 2.1474  0.000
H: 2.0360 4.8441 -0.8321  0.000
H: 0.6818 5.8401 -0.2970  0.000
H: 0.4863 4.7668 -1.6834  0.000
H: -0.9771 3.6771 -2.7912  0.000
H: -3.3157 4.3921 -3.0236  0.000
H: -5.0850 3.2620 -1.7045  0.000
H: -4.5044 1.4401 -0.1984  0.000
H: -4.9322 -0.4708 -0.6562  0.000
H: -4.9635 -0.4932 1.1153  0.000
H: -5.1814 -1.9719 0.2087  0.000
H: -3.1655 -1.2470 -1.9631  0.000
H: -3.5483 -2.8160 -1.2866  0.000
H: -1.8742 -2.3073 -1.3427  0.001
H: -3.2980 -2.1694 2.2359  0.000
H: -1.7709 -2.5962 1.4353  0.001
H: -3.2807 -3.3671 0.9586  0.000
H: -0.8568 -0.7380 3.2471  0.003
H: -2.5675 -0.9965 3.5579  0.000
H: -1.7278 0.3364 4.3210  0.000
H: -0.2005 1.6657 2.1195  0.000
H: -1.2323 2.3475 3.3729  0.000
H: -1.5408 2.7495 1.6855  0.000
H: -4.3094 0.4308 2.6903  0.000
H: -3.9667 1.9593 1.8427  0.000
H: -3.5684 1.7687 3.5371  0.000
S: 1.1486 -0.8118 1.6910  0.124
C: 1.4408 -2.3806 1.1624  -0.020
S: 0.5676 -2.5644 -0.2714  0.076
C: 2.2914 -3.3198 1.7821  0.268
C: 2.9594 -2.9734 2.9792  0.022
N: 3.4948 -2.6891 3.9600  0.159
C: 2.4839 -4.5918 1.2016  0.022
N: 2.6488 -5.6151 0.6959  0.168

## Properties
Kohn-Sham gap (spin up / spin down) (eV): 6.8 / 5.8
Total charge: +2
HOMO level (spin up / spin down) (hartree): -0.5459 / -0.5534
Relative energy (zero: lowest compared OMol25 entry of this formula, charge and spin) (kcal/mol): 16.5
Spin multiplicity: 2